# 1
Formula: C5H12O
Source: OMol25
Level of theory: ωB97M-V/def2-TZVPD

Each line ends with the Löwdin charge.
Positions of all 18 atoms, in Å:
C -0.9011 0.6373 1.4152  -0.03
H 1.7982 -0.4524 -1.3408  0.03
H 0.0957 0.6104 -1.8246  0.07
C -0.4879 0.9403 -0.9689  -0.05
H -0.2126 1.9741 -0.7462  0.09
H -0.4792 -1.8429 -0.9413  0.09
H 2.8017 -1.1733 0.0257  0.09
O 1.0567 -0.4439 0.5451  -0.19
H -1.9629 0.8194 1.2235  0.09
H 2.9468 1.4829 -0.5237  0.12
H -0.6864 -1.9786 0.7871  0.09
C -0.3046 -0.0076 0.1720  -0.62
H -1.5532 0.9424 -1.2424  0.10
C -0.9464 -1.3606 -0.0750  -0.03
H -2.0314 -1.2849 -0.1828  0.09
H -0.8242 -0.0441 2.2613  0.09
H -0.4438 1.5945 1.6934  0.09
C 2.1128 -0.3256 -0.3075  -0.13

## Properties
Energy relative to the best compared isomer or geometry (same formula, charge and spin)   96.6 kcal/mol

# 2
Formula: C39H62N4O2Rb
Source: OMol25
Level of theory: ωB97M-V/def2-TZVPD

Each line ends with the Löwdin charge.
Positions of all 108 atoms, in Å:
H 5.4078 -2.2417 0.5240  0.08
H 0.1007 -6.8402 3.9944  0.08
C 2.4111 -6.6542 2.5590  -0.07
C -2.5022 -3.7231 5.9438  -0.05
H -1.0248 2.8915 -1.6716  0.08
C -2.6585 -1.4552 3.9515  -0.02
H -3.5148 -2.3634 -1.1766  0.08
H -0.2257 -6.0415 2.4479  0.06
H -0.5711 -3.7206 1.5005  0.07
C 2.6957 -2.7823 0.7723  -0.10
H 1.1844 -7.1036 -3.4785  0.07
C -1.5450 0.4796 2.8308  -0.15
C -3.0825 -1.1025 1.5561  -0.41
H -5.2155 -2.4337 -1.6550  0.08
H -1.9943 3.1297 -0.2176  0.09
C -5.0380 -4.0792 0.3089  -0.06
H -5.7620 -4.0879 4.8761  0.08
H 0.5241 3.6190 1.6274  0.12
N 0.4728 -4.8942 -2.1746  0.01
C 4.0132 -3.9896 -1.0255  -0.07
H 1.7216 3.2186 -0.4465  0.09
H 1.8193 -2.5480 -1.8468  0.05
C 4.7660 -1.7691 -0.2239  -0.04
H -4.0584 -4.4865 0.0525  0.07
H -1.8819 -3.2072 0.4153  0.04
H 1.1104 1.9676 -1.5478  0.09
H 1.8281 1.4829 -0.0139  0.05
H 4.5797 -3.8366 -1.9485  0.08
C -6.3718 -2.0094 0.7288  -0.05
H -5.3889 -4.5923 1.2022  0.07
H -5.0148 -3.5676 2.8880  0.09
H 2.2142 -6.3882 5.2412  0.08
C 2.1031 -1.6155 1.3498  -0.45
C 0.4552 -6.1537 -1.6977  -0.32
H 5.3506 -1.6483 -1.1420  0.08
N -0.1255 0.3545 2.4460  -0.24
H -1.6099 0.9252 3.8427  0.13
C -4.5181 -2.0258 -0.9135  -0.07
H 3.4873 -6.4833 2.4890  0.08
H 0.6717 -8.2119 -2.2197  0.08
H -2.6802 -4.2195 6.9025  0.08
H -2.0211 -4.4385 5.2751  0.07
H 4.6652 -4.5035 -0.3166  0.08
C 0.5614 1.6404 2.4305  -0.20
C 3.5320 -2.6347 -0.5057  -0.52
H 4.4601 -0.7914 0.1402  0.08
H 2.4446 -0.9603 -1.3761  0.06
C 0.6540 -0.6254 3.2374  -0.12
C -3.8224 -3.2050 5.3589  -0.56
C 1.2089 2.2382 -0.4927  -0.11
C -4.0594 -2.1467 1.6402  -0.11
N -0.1097 2.2955 0.1079  -0.28
C -4.4373 -2.2190 6.3626  -0.06
H -0.3538 -5.1331 3.9409  0.06
H 2.2000 -7.3479 -2.0567  0.08
H -5.7254 -4.3324 -0.5039  0.08
C -4.2607 -2.7934 2.8551  -0.01
C -0.0563 2.6803 1.5125  -0.21
C 1.7029 -5.5289 3.3112  -0.55
H -2.0008 1.1861 2.1371  0.10
H -6.3547 -0.9227 0.8290  0.09
C 2.5606 -4.0090 1.4143  0.01
C -4.9621 -2.5498 0.4581  -0.53
N -0.1610 -4.0130 -1.3702  0.08
H 3.1757 -4.6564 -1.2503  0.07
H 1.5901 1.4437 2.1287  0.10
H -4.6016 -2.6969 7.3325  0.08
O -2.7818 -0.4903 0.4658  -0.31
C -0.6075 -4.7446 -0.3596  -0.33
C -4.7686 -4.3930 5.2112  -0.07
C 1.2245 -3.0523 3.1208  -0.03
H -7.0475 -2.2666 -0.0935  0.08
H 3.3300 -1.9474 -2.5502  0.08
C 1.1676 -7.2584 -2.3988  -0.03
C -1.3060 -4.0624 0.7686  -0.04
O 2.2263 -0.4461 0.8239  -0.22
H -5.3923 -1.8351 5.9988  0.09
H -1.7945 -2.9112 6.1157  0.07
H -3.7772 -1.3644 6.5165  0.08
H 2.0240 -6.7648 1.5441  0.07
C -2.4055 -0.7618 2.7821  -0.14
C 2.3063 -5.4340 4.7148  -0.05
H 0.9414 -4.5574 -2.9969  0.15
H 2.2544 -7.5996 3.0851  0.08
H 3.0339 -4.8687 0.9604  0.08
H -1.0721 2.9242 1.8253  0.11
H -0.4763 -6.9212 0.1421  0.10
H 1.8052 -4.6727 5.3140  0.08
C -0.9830 3.1853 -0.6213  -0.11
H -4.5098 -0.9428 -0.9734  0.08
H 0.6150 -3.1324 4.0189  0.11
C -0.2514 -6.1016 -0.5177  0.01
H 1.4472 -0.0734 3.7610  0.13
H -4.8860 -4.8951 6.1753  0.08
C 1.8400 -4.1854 2.5941  -0.20
Rb -0.3543 -0.9062 0.0896  1.06
C 2.7241 -1.9772 -1.6368  -0.05
H -6.7866 -2.4192 1.6524  0.08
H -2.0071 -4.7122 1.2928  0.09
H 0.0069 -1.0366 4.0184  0.10
H -2.1384 -1.1272 4.8489  0.11
H -0.6415 4.2377 -0.5809  0.09
C -3.5717 -2.5008 4.0291  -0.19
C 1.2986 -1.8070 2.5186  -0.17
H 3.3637 -5.1659 4.6655  0.09
C 0.2217 -5.9075 3.4335  -0.04
H -4.3926 -5.1280 4.4967  0.09
H 0.6104 2.0673 3.4531  0.12

## Properties
Energy relative to the best compared isomer or geometry (same formula, charge and spin)   8.2 kcal/mol
Charge   -1

# 3
Formula: C4H7N3O
Source: OMol25
Level of theory: ωB97M-V/def2-TZVPD

Each line ends with the Löwdin charge.
Positions of all 15 atoms, in Å:
H -0.7765 1.3820 1.7553  0.09
N 0.5072 -2.0529 0.2760  0.03
N -0.2352 0.2829 -1.2103  -0.10
C -0.3057 -1.0411 0.7701  -0.48
O -1.0094 -1.3913 1.8129  -0.01
C -0.3459 0.1787 0.0488  -0.31
H 0.6130 -2.8421 0.9100  0.09
C 0.5122 2.5830 0.4650  -0.02
H 0.2046 -2.1312 -1.4659  0.26
H -1.3729 -0.5534 -2.8339  0.24
N -0.2200 -0.6798 -2.0191  -0.13
C -0.2797 1.5035 0.7922  -0.13
H 1.7659 -1.6095 0.1742  0.28
H 0.9954 2.8923 -0.5501  0.08
H -0.0529 3.4787 1.0748  0.10

## Properties
Energy relative to the best compared isomer or geometry (same formula, charge and spin)   212.6 kcal/mol

# 4
Formula: C9H14O
Source: OMol25
Level of theory: ωB97M-V/def2-TZVPD

Each line ends with the Löwdin charge.
Positions of all 24 atoms, in Å:
H -1.0649 2.2349 0.3080  0.11
H -0.3105 1.7805 -2.0496  0.07
C -1.6603 -2.8730 -1.9875  -0.18
H 1.2400 1.0520 -2.3774  0.08
H -2.5616 -2.8862 -0.0843  0.06
H 1.1380 2.7795 -1.8296  0.11
H -2.3083 -2.6201 -2.7927  0.04
H 2.9495 -0.1930 1.6108  0.12
H -1.2984 -1.7400 -0.0769  0.05
C -0.1033 1.8690 0.6663  -0.07
H 0.4333 0.1649 4.1266  0.12
C 0.7176 1.7368 -1.7103  -0.06
H -2.6368 -1.2363 -0.9252  0.06
C 2.1409 0.5256 1.4883  -0.01
H -0.6061 -2.7000 -2.3431  0.07
O 1.3086 0.3653 3.7090  0.02
C 1.0957 0.7829 2.4243  -0.32
C 2.1469 1.2265 0.2966  -0.05
C 0.9081 1.6000 -0.2586  -0.31
C -2.0776 -2.1429 -0.7252  -0.18
H -1.7125 -3.9822 -1.8648  0.07
H -0.7536 1.7399 2.7345  0.11
H 3.0544 1.0555 -0.3144  0.12
C -0.0390 1.4605 1.9751  -0.04

## Properties
Energy relative to the best compared isomer or geometry (same formula, charge and spin)   32.7 kcal/mol
SMILES string   Cc1ccc(O)cc1.CC

# 5
Formula: C7H21Cl14N2OP3
Source: OMol25
Level of theory: ωB97M-V/def2-TZVPD

Each line ends with the Löwdin charge.
Positions of all 48 atoms, in Å:
C -0.6358 -0.0385 -6.8779  -1.01
P -0.3022 -0.4233 0.2968  0.45
H -0.0709 0.3807 -0.8428  -0.06
H -3.9819 0.1805 -0.7390  -0.06
Cl -4.5556 3.9423 -5.7775  0.49
H 3.7525 1.4239 -3.4715  0.03
Cl 4.8043 -4.1897 7.9922  0.50
Cl -0.7453 -0.8350 8.1177  0.50
Cl 1.5144 2.1168 -3.5461  0.49
H -4.3191 5.3411 -3.9083  0.02
H -0.8356 -1.6346 -0.1911  -0.04
Cl -0.6437 1.6121 -7.5020  0.51
P -1.9357 0.5882 1.3680  0.55
C 2.8029 0.9464 -3.2604  -1.02
Cl -2.6076 3.7723 -3.5771  0.48
H -4.7545 0.2661 1.3180  -0.03
H 1.7356 -0.0455 0.8790  -0.09
H 1.5673 -1.0069 8.4843  0.01
H 5.1340 -3.8970 5.6816  -0.02
N 0.9606 -0.5952 1.2291  -0.36
H 2.6411 0.0964 -3.9117  -0.02
H 5.9935 -2.6684 6.6566  0.03
N -2.0074 2.1590 0.6405  -0.30
C 5.0740 -3.2280 6.5320  -1.02
H -0.7148 -0.7237 -7.7134  0.03
H -2.9816 5.5364 -5.0775  0.02
Cl -2.4844 -0.9408 -2.8538  0.50
C 0.8941 -0.1886 8.2543  -1.03
C -3.9976 -0.8244 -3.7713  -1.00
Cl 1.4436 0.5699 6.7558  0.48
P -3.7342 -0.3428 0.5492  0.42
Cl 4.3276 -3.9253 2.9073  0.51
Cl 5.0520 -1.4405 1.5226  0.49
H -1.4664 -0.1500 -6.1908  0.00
Cl 0.8537 -0.4073 -5.9995  0.51
Cl -4.2125 0.7799 -4.4726  0.49
Cl 2.8435 0.3637 -1.5907  0.53
H -3.9742 -1.5645 -4.5624  0.03
H 3.5037 -1.7565 3.2638  -0.01
H -4.8162 -1.0160 -3.0863  0.02
H 0.9024 0.5592 9.0383  0.02
H -1.5551 2.2262 -0.2649  0.00
C -3.6226 4.8305 -4.5628  -1.01
O -3.7051 -1.8530 0.6569  -0.54
H 2.9248 -2.4389 1.7279  0.00
C 3.7768 -2.3238 2.3823  -1.02
H -1.6035 2.8487 1.2605  0.01
Cl 3.7613 -2.0821 6.2364  0.51

## Properties
SMILES string   N=[PH2]P(N)[PH2]=O.ClCCl.ClCCl.ClCCl.ClCCl.ClCCl.ClCCl.ClCCl

# 6
Formula: C6H12O2
Source: OMol25
Level of theory: ωB97M-V/def2-TZVPD

Each line ends with the Löwdin charge.
Positions of all 20 atoms, in Å:
C 1.0953 -0.6801 -1.6331  -0.13
H 3.0948 -0.3845 -2.4238  0.07
H -1.8831 -1.8802 0.3538  0.11
H 0.6862 -1.6675 -1.5631  0.09
H 0.7998 0.9591 1.2520  0.11
H -2.3346 -0.5932 2.1318  0.09
H 1.9137 0.4141 -3.3826  0.07
C -0.6179 -0.6036 0.9035  -0.40
C 2.0725 -0.4990 -2.8058  -0.11
H -1.4100 1.9644 1.0659  0.01
H -0.9276 0.4224 2.7004  0.07
H 2.0454 -1.3989 -3.4158  0.06
H -1.9921 3.2038 1.3185  0.04
O -0.9823 -1.6375 0.1203  0.06
C 0.9637 0.3560 -0.7921  -0.12
H -0.8904 -1.2494 3.0001  0.08
C 0.3396 0.2823 0.5402  -0.09
H 1.5816 1.2281 -0.9816  0.10
C -1.2589 -0.5231 2.2723  -0.04
O -2.2956 2.2867 1.3391  -0.07

## Properties
Energy relative to the best compared isomer or geometry (same formula, charge and spin)   52.8 kcal/mol
SMILES string   C/C=C/C=C(/C)O.O

# 7
Formula: C20H22N4PdS3
Source: OMol25
Level of theory: ωB97M-V/def2-TZVPD

Each line ends with the Löwdin charge.
Positions of all 50 atoms, in Å:
C -2.8046 -2.8962 -1.0775  -0.08
H 6.0434 2.6662 -0.2508  0.11
C 2.3772 -2.1247 0.1230  -0.31
H -0.6770 -3.2363 -0.1406  0.06
C 2.9268 1.6558 0.0316  -0.75
C -1.6169 4.1748 0.2182  -0.44
H -1.9039 -2.8209 -1.6894  0.07
H -4.6740 -1.2389 0.1795  0.09
N 3.0019 -0.8768 0.2244  -0.19
C -4.0945 3.0367 -0.0101  -0.03
H 4.1806 -3.3042 0.1383  0.11
H -4.5938 -2.8313 0.9398  0.09
C 3.1030 -3.3163 0.0985  0.02
N 4.2414 1.6239 -0.0408  -0.17
C -3.9734 4.3764 0.3851  -0.03
H 6.0085 0.5765 0.4387  0.14
C 4.3506 -0.7146 0.3847  -0.10
C 0.4746 3.0767 -0.2680  -0.91
H 4.9918 -1.5717 0.5439  0.14
C -4.0817 -1.8755 0.8386  -0.05
C -1.7126 2.8192 -0.1470  -0.28
C -2.6812 -2.1200 0.2386  -0.50
H 0.4660 -5.4236 -0.0929  0.13
H -3.1179 1.2562 -0.6363  0.08
C 1.0372 -4.5083 -0.0489  -0.01
H -2.1542 -0.4064 -0.9483  0.06
H -3.6327 -2.4993 -1.6665  0.09
S 2.1646 2.9887 -0.7822  1.07
H -5.0813 2.6060 -0.1096  0.12
N -0.4855 2.2061 -0.3993  -0.01
S 0.0294 4.6746 0.2032  1.14
C 5.0056 2.7739 -0.5497  -0.01
H 2.9724 -5.4456 -0.0008  0.13
H -4.0229 -1.4086 1.8213  0.09
C 4.9437 0.4815 0.3075  -0.05
H 4.6072 3.6986 -0.1374  0.09
H -2.1458 -2.7180 0.9880  0.13
C 2.4222 -4.5148 0.0137  0.00
H 4.9624 2.8206 -1.6392  0.12
N 1.0500 -2.1275 0.0079  0.03
C -2.7333 4.9611 0.4920  -0.06
H -3.0116 -3.9496 -0.8922  0.09
H -4.8625 4.9595 0.5797  0.12
S 2.0724 0.5394 1.0620  1.08
Pd 0.0645 -0.1326 -0.0857  0.57
H -2.2019 -0.0883 0.8712  0.07
C 0.3939 -3.2900 -0.0639  -0.08
C -2.9903 2.2625 -0.2800  -0.02
C -2.0162 -0.7961 0.0617  -0.11
H -2.6215 6.0012 0.7661  0.12

## Properties
Energy relative to the best compared isomer or geometry (same formula, charge and spin)   68.9 kcal/mol
Charge   +2

Respective E values: -7423.1243, -52163.5047, -10770.5265, -11606.2177, -215806.8671, -10510.0154, -63025.5984 eV.